No. 1
Here is the ion C5H10N5O with charge +1 from the Open Molecules 2025 dataset. Energies are from ωB97M-V/def2-TZVPD.

Geometry as XYZ:
```
21
Properties=species:S:1:pos:R:3
O 0.836 0.785 2.024
N -0.391 3.300 -1.204
N -0.091 1.125 -0.672
N -0.487 0.066 0.107
N -1.209 2.542 0.775
N -0.456 -1.226 -0.431
C 1.098 -1.492 1.215
C 0.489 -2.070 0.156
C 0.456 -3.514 -0.206
C 0.755 -0.201 1.424
C -0.536 2.353 -0.282
H 0.025 3.110 -2.120
H 1.549 -4.015 -0.253
H 0.146 -3.611 -1.190
H -0.715 4.308 -1.121
H 1.822 -2.140 1.694
H 0.714 1.007 -1.282
H -0.962 -1.392 -1.397
H -0.214 -4.098 0.561
H -1.205 1.682 1.344
H -1.622 3.481 0.860
```

## Properties
2S+1 = 1
net charge = +1
lowest unoccupied orbital energy = -3.0 eV
Kohn-Sham gap = 9.16 eV
energy above the lowest of the compared OMol25 structures with the same formula, charge and spin = 3.694 eV

natural (NBO) analysis output, partial charges in e: -0.5190, -0.7820, -0.4448, -0.2597, -0.7308, -0.4189, -0.5351, 0.3449, -0.6755, 0.7131, 0.6669, 0.4258, 0.2633, 0.2318, 0.4327, 0.2747, 0.4035, 0.4207, 0.2765, 0.4728, 0.4390



No. 2
Here is the ion C5H10NO with charge -1 from the Open Molecules 2025 dataset. Energies are from ωB97M-V/def2-TZVPD.

Geometry as XYZ:
```
17
Properties=species:S:1:pos:R:3
O -2.693 1.516 0.478
N 2.910 0.297 -1.048
C 1.678 -0.399 -0.989
C -1.573 0.833 0.205
C -0.230 -1.359 0.444
C 1.066 -0.691 0.149
C -1.263 -0.420 1.076
H -0.875 -0.079 2.025
H 2.979 1.037 -0.401
H -2.186 -0.928 1.363
H -0.640 -1.728 -0.510
H 1.464 -0.167 1.031
H -0.660 1.487 0.389
H 1.277 -0.654 -1.964
H -1.446 0.494 -0.854
H -0.150 -2.224 1.101
H 3.140 0.633 -1.969
```

## Properties
2S+1 = 1
net charge = -1
lowest unoccupied orbital energy = 3.7 eV
Kohn-Sham gap = 5.72 eV
energy above the lowest of the compared OMol25 structures with the same formula, charge and spin = 0.717 eV

natural (NBO) analysis output, partial charges in e: -0.9521, -0.8348, -0.0316, 0.0057, -0.4299, -0.2335, -0.4237, 0.1660, 0.3624, 0.1883, 0.1875, 0.1710, 0.0517, 0.1752, 0.0519, 0.1907, 0.3553



No. 3
Here is the ion C5H10NO with charge -1 from the Open Molecules 2025 dataset. Energies are from ωB97M-V/def2-TZVPD.

Geometry as XYZ:
```
17
Properties=species:S:1:pos:R:3
O -2.454 -1.205 0.185
N 0.323 0.352 1.080
C -0.030 -0.751 0.215
C 0.406 1.341 -0.985
C -0.246 -0.056 -1.138
C -1.291 -1.574 0.699
C 1.186 1.249 0.341
H 0.811 -1.476 0.108
H -1.009 -2.648 0.497
H -1.327 0.029 -1.254
H -0.354 2.109 -0.877
H -1.220 -1.478 1.828
H 2.156 0.784 0.112
H 1.268 2.193 0.881
H 0.215 -0.643 -1.927
H 1.055 1.649 -1.809
H 0.512 0.124 2.043
```

## Properties
2S+1 = 1
net charge = -1
lowest unoccupied orbital energy = 4.1 eV
Kohn-Sham gap = 6.29 eV
energy above the lowest of the compared OMol25 structures with the same formula, charge and spin = 0.178 eV

natural (NBO) analysis output, partial charges in e: -0.9334, -0.6447, -0.0795, -0.4013, -0.4390, 0.0142, -0.2154, 0.1110, 0.0527, 0.2629, 0.1924, 0.0520, 0.1322, 0.1775, 0.1804, 0.1767, 0.3614



No. 4
Here is the ion C5H10NO with charge -1 from the Open Molecules 2025 dataset. Energies are from ωB97M-V/def2-TZVPD.

Geometry as XYZ:
```
17
Properties=species:S:1:pos:R:3
O 0.976 -1.286 1.319
N -0.973 -1.153 -0.873
C 1.116 0.733 0.247
C -0.478 0.809 0.441
C -1.570 1.041 -1.750
C -1.084 0.211 -0.836
C 1.783 -0.277 1.291
H -0.224 -1.422 -0.154
H 1.720 0.204 2.256
H -1.996 0.694 -2.650
H -0.596 0.125 1.372
H 2.817 -0.462 1.020
H 1.411 1.762 0.499
H 1.406 0.395 -0.694
H -1.494 -1.831 -1.384
H -0.886 1.695 0.580
H -1.749 2.101 -1.650
```

## Properties
2S+1 = 1
net charge = -1
lowest unoccupied orbital energy = 4.3 eV
Kohn-Sham gap = 6.92 eV
energy above the lowest of the compared OMol25 structures with the same formula, charge and spin = 1.081 eV

natural (NBO) analysis output, partial charges in e: -0.9524, -0.8927, -0.4293, -0.4609, -0.6252, 0.2544, -0.0002, 0.4541, 0.0711, 0.1656, 0.2484, 0.0852, 0.1613, 0.1849, 0.3746, 0.1795, 0.1815



No. 5
Here is a structure of composition C5H10NO from the Open Molecules 2025 dataset. Energies are from ωB97M-V/def2-TZVPD.

Geometry as XYZ:
```
17
Properties=species:S:1:pos:R:3
O -2.554 1.985 0.931
N -0.237 1.390 0.286
C 0.053 -0.881 -0.680
C -0.728 0.389 -0.684
C 2.283 -1.968 -0.817
C 1.424 -0.975 -0.421
C -1.236 2.201 0.868
H 1.783 -0.083 0.157
H 2.047 -2.690 -1.548
H -0.318 -1.740 -1.264
H -0.730 -0.523 1.961
H -1.390 -0.833 1.761
H -0.722 1.151 1.376
H -0.704 3.180 1.172
H -0.563 0.805 -1.708
H 3.367 -1.656 -0.838
H -1.775 0.248 -0.551
```

## Properties
2S+1 = 1
net charge = -1
lowest unoccupied orbital energy = 3.7 eV
Kohn-Sham gap = 4.68 eV
energy above the lowest of the compared OMol25 structures with the same formula, charge and spin = 5.061 eV

natural (NBO) analysis output, partial charges in e: -0.6704, -0.4702, -0.5519, -0.2731, -0.7664, -0.1759, 0.3326, 0.1647, 0.1605, 0.1664, -0.0229, 0.0273, 0.4010, 0.1474, 0.1836, 0.1521, 0.1951



No. 6
Here is the ion C5H10NO with charge -1 from the Open Molecules 2025 dataset. Energies are from ωB97M-V/def2-TZVPD.

Geometry as XYZ:
```
17
Properties=species:S:1:pos:R:3
O -0.567 -2.428 1.667
N 1.551 -1.262 0.325
C 0.307 0.913 0.193
C 0.576 -0.347 0.994
C -0.753 -1.112 1.301
C -0.707 1.668 -2.006
C -0.345 0.683 -1.155
H -1.200 -0.481 2.095
H -0.280 1.702 0.673
H -0.835 1.501 -3.079
H 1.142 -1.045 -0.594
H -0.275 -0.312 -1.614
H -0.783 2.694 -1.672
H 0.962 -0.138 2.033
H 1.355 1.251 -0.098
H 1.256 -2.223 0.546
H -1.403 -1.063 0.391
```

## Properties
2S+1 = 1
net charge = -1
lowest unoccupied orbital energy = 3.7 eV
Kohn-Sham gap = 6.17 eV
energy above the lowest of the compared OMol25 structures with the same formula, charge and spin = 1.014 eV

natural (NBO) analysis output, partial charges in e: -0.9740, -0.8609, -0.4739, -0.0858, -0.0400, -0.4579, -0.1371, 0.0833, 0.2177, 0.1849, 0.3178, 0.1912, 0.1726, 0.1650, 0.2161, 0.3999, 0.0812



No. 7
Here is a cluster of 2 separate species, C5H10NO in total from the Open Molecules 2025 dataset. Energies are from ωB97M-V/def2-TZVPD.

Geometry as XYZ:
```
17
Properties=species:S:1:pos:R:3
O -0.084 1.176 0.414
N -0.128 -1.523 -0.357
C -0.854 -2.240 0.573
C 0.390 2.282 0.514
C 0.496 -2.114 -1.423
C 0.966 3.043 -0.640
C -1.528 -1.678 1.586
H 1.044 -1.478 -2.097
H 0.006 -0.527 -0.199
H 0.366 -3.168 -1.598
H 0.422 2.756 1.512
H 2.049 3.080 -0.509
H -2.028 -2.333 2.283
H 0.675 2.579 -1.578
H -1.558 -0.605 1.694
H -0.812 -3.313 0.429
H 0.578 4.063 -0.604
```

## Properties
2S+1 = 2
net charge = 0
lowest unoccupied orbital energy (alpha / beta) = 0.8 / 0.8 eV
Kohn-Sham gap (alpha / beta) = 6.40 / 9.06 eV
energy above the lowest of the compared OMol25 structures with the same formula, charge and spin = 0.267 eV

natural (NBO) analysis output, partial charges in e: -0.5606, -0.5755, 0.0062, 0.4693, -0.3053, -0.7223, -0.5165, 0.1748, 0.4299, 0.1734, 0.1171, 0.2443, 0.2016, 0.2383, 0.2039, 0.1880, 0.2335



No. 8
Here is the ion C5H10NO with charge +1 from the Open Molecules 2025 dataset. Energies are from ωB97M-V/def2-TZVPD.

Geometry as XYZ:
```
17
Properties=species:S:1:pos:R:3
O -2.485 0.358 0.108
N -0.080 0.774 0.948
C 0.662 0.463 -1.076
C 0.936 1.473 0.078
C -0.252 -0.253 -0.132
C -1.693 -0.354 -0.490
C 0.247 -1.642 0.339
H -1.032 1.258 1.100
H 1.338 -0.331 -1.335
H 0.356 1.036 -2.000
H 1.223 -1.570 0.704
H 1.947 1.482 0.538
H 0.319 0.434 1.773
H -0.277 -2.052 1.264
H 0.751 2.540 -0.309
H -2.017 -1.078 -1.173
H 0.057 -2.538 -0.335
```

## Properties
2S+1 = 1
net charge = +1
lowest unoccupied orbital energy = -3.6 eV
Kohn-Sham gap = 11.42 eV
energy above the lowest of the compared OMol25 structures with the same formula, charge and spin = 2.302 eV

natural (NBO) analysis output, partial charges in e: -0.4963, -0.5223, -0.4366, -0.2268, 0.0294, 0.4321, -0.6580, 0.4821, 0.2490, 0.2618, 0.2323, 0.2478, 0.4357, 0.2526, 0.2642, 0.1755, 0.2774